Entry 1:
10 unconnected molecules or ions with the total composition C5H27O12 at a distorted geometry, computed with ωB97M-V with the def2-TZVPD basis set.

Values from the calculation:
Total energy, eV: -30192.8624
Relative energy (zero: lowest compared OMol25 entry of this formula, charge and spin), kJ/mol: 308.92
Highest occupied orbital energy, hartree: -0.1481
Charge: -1
Kohn-Sham gap, eV: 5.97
Max |F|, eV/A: 5.470

```
44
Properties=species:S:1:pos:R:3:forces:R:3
C 0.172606 -2.829851 -1.177570 0.9580 0.0166 -0.5554
O -0.024597 -1.393233 -0.997294 -0.9408 -2.0029 0.8668
C -1.337286 -1.217707 -0.334762 -0.4080 2.0788 -0.5547
C -2.435936 -1.125618 -1.496776 0.1877 -0.3560 0.1295
C -3.379325 -2.406327 -1.637989 -1.2064 1.0475 -0.2681
C -4.582047 -2.431380 -0.548574 -2.0746 0.2505 3.7508
O -5.716392 -2.917851 -0.907103 3.2089 1.0752 0.1184
O -4.408281 -1.952305 0.749853 0.5281 -1.4014 -5.2605
H 0.543335 -3.042898 -2.251361 -0.5646 0.3954 1.6208
H -0.780520 -3.424481 -1.004738 1.2916 0.8417 -0.1534
H 0.993544 -3.138485 -0.447897 -1.0927 0.0389 -0.8835
H -1.287903 -0.174414 0.175842 0.0595 -2.2008 -0.9322
H -1.540512 -2.008225 0.459693 0.2224 0.9359 -1.1490
H -3.028257 -0.156710 -1.332725 0.6228 -1.7016 -0.2272
H -1.875345 -0.989049 -2.497966 -0.6457 -0.1786 1.5931
H -3.916993 -2.308683 -2.656537 0.7522 -0.2970 1.5780
H -2.840213 -3.408845 -1.666889 -0.5285 1.3165 0.2613
O 1.697676 0.632548 -0.065264 0.4969 0.2410 0.3584
H 1.063027 -0.101585 -0.143599 -0.1320 -0.1428 -0.3820
H 2.394353 0.277995 0.504388 -0.1450 -0.3118 -0.0983
O 4.359669 -0.913560 1.149942 0.0879 -0.0302 -0.1253
H 4.613008 -1.653665 0.586101 -0.1099 0.0897 0.0765
H 5.075433 -0.855582 1.794472 -0.1464 -0.0592 -0.0201
O 4.612684 1.106297 3.226409 -0.1002 -0.0352 0.1059
H 4.306248 1.933407 3.614733 0.0850 -0.1282 -0.0610
H 4.319896 1.156319 2.305250 0.2614 0.1073 0.0856
O -4.074935 1.944647 -1.070063 -0.2652 0.2856 0.0547
H -4.647654 1.403911 -0.510022 0.2505 -0.1745 -0.0645
H -4.078294 2.809395 -0.642026 -0.0885 -0.0772 -0.1390
O 4.299323 2.299138 0.593955 -0.2381 0.1919 -0.1468
H 4.590981 2.542148 -0.292482 0.0408 -0.1344 0.1316
H 3.437239 1.886103 0.450322 -0.0688 0.0896 -0.2149
O -2.568376 0.779999 1.308030 -0.3459 0.5927 0.8616
H -3.143764 0.238223 1.867762 -0.0399 -0.3397 -0.4194
H -2.572108 1.645211 1.735653 0.0501 -0.0745 -0.1205
O 1.146395 3.633811 -1.052179 0.2151 -0.0193 -0.1332
H 1.977273 3.756986 -0.578591 -0.1663 -0.0356 0.0117
H 1.113586 2.681670 -1.220213 -0.0514 0.0086 0.2203
O -4.124722 4.978513 -1.728546 0.1954 0.1617 -0.1620
H -3.322545 4.562442 -2.069605 -0.1109 -0.0465 0.0689
H -4.455068 5.493900 -2.473347 -0.0289 -0.1092 0.1342
O 6.249749 -2.541604 3.118465 0.1830 0.1526 0.1704
H 6.201414 -1.732637 3.644886 -0.0974 -0.0945 -0.0147
H 6.973623 -3.037971 3.518359 -0.1016 0.0337 -0.1124
```
Positions in Å, forces in eV/Å.

Mulliken charges, unit e, in atom order: C -0.624; O -0.477; C -0.093; C 0.214; C -0.380; C 0.413; O -0.722; O -0.717; H 0.197; H 0.259; H 0.228; H 0.101; H 0.333; H -0.333; H 0.291; H 0.195; H 0.159; O -0.578; H 0.230; H 0.296; O -0.539; H 0.266; H 0.307; O -0.637; H 0.292; H 0.345; O -0.641; H 0.314; H 0.270; O -0.640; H 0.297; H 0.399; O -0.539; H 0.285; H 0.239; O -0.637; H 0.298; H 0.331; O -0.620; H 0.331; H 0.295; O -0.624; H 0.316; H 0.296

---

Entry 2:
A molecular structure, C5H28AgB2N10O5 at a distorted geometry, computed with ωB97M-V with the def2-TZVPD basis set.

Values from the calculation:
Spin multiplicity: 2
Total energy, eV: -36129.2643
Relative energy (zero: lowest compared OMol25 entry of this formula, charge and spin), kJ/mol: 0.00
Highest occupied orbital energy (alpha / beta), hartree: -0.3096 / -0.3089
Kohn-Sham gap (alpha / beta), eV: 8.77 / 6.12
Max |F|, eV/A: 1.788

```
51
Properties=species:S:1:pos:R:3:forces:R:3
Ag -0.175439 -0.012688 -0.404262 -0.2395 0.2104 0.3757
B 0.233102 2.036186 -1.545496 0.7946 -0.5398 -0.2215
H 0.386756 3.097255 -2.060587 -0.2260 0.6437 -0.0696
H 0.887758 2.015651 -0.547529 0.3218 0.2107 0.5142
H -0.939259 1.874534 -1.381613 -0.7661 -0.0266 -0.1116
H 0.668466 1.201303 -2.269278 -0.0821 -0.1451 -0.7266
B -2.542530 -0.047365 0.527126 -0.5526 -1.2036 0.6115
H -2.880023 -1.125000 0.147970 0.1355 -0.5945 -0.1916
H -1.633197 -0.102096 1.259654 0.8182 -0.2323 1.1985
H -2.142785 0.537210 -0.406971 -0.1191 1.0447 -1.4456
H -3.461634 0.395893 1.131445 -0.2925 0.9597 -0.0523
C 1.673945 0.982674 2.579233 -0.2059 0.9993 -1.1184
O 0.933293 0.681372 1.660444 0.0881 -0.3392 0.2062
N 2.966358 1.398006 2.398838 0.0967 -0.3765 1.6442
N 1.203818 1.085637 3.854577 0.2531 -0.4660 -0.0980
H 3.467977 1.456235 3.268604 0.5053 0.3323 -0.3788
H 3.464044 1.533794 1.542443 -0.4223 -0.3126 -0.3163
H 1.800195 1.267025 4.638074 -0.2180 0.1668 0.1106
H 0.209448 0.987353 3.942756 -0.0017 -0.0238 0.2363
C -1.301935 -1.424451 -3.363035 0.3573 1.2398 -0.9739
O -1.234538 -0.935899 -2.251352 -0.5228 -1.0436 -0.2366
N -1.308676 -2.751944 -3.648001 -0.0587 -0.6573 0.5677
N -1.283294 -0.585463 -4.455776 -0.0161 -0.2278 0.2467
H -1.516509 -3.105409 -4.563808 -0.0947 0.1802 -0.0378
H -1.572118 -3.339418 -2.874519 0.1490 -0.0665 0.0110
H -1.447801 -0.913924 -5.389372 -0.1447 0.0734 0.0167
H -1.492517 0.368928 -4.216898 0.1416 0.0962 -0.1981
C -1.669787 3.413159 2.112355 0.9414 0.3085 0.4329
O -1.281715 4.470745 2.587838 -0.1539 0.1275 -0.1191
N -1.427310 2.991114 0.838248 -0.8513 -0.0010 1.1374
N -2.327717 2.465102 2.867530 -0.1871 -0.7668 -0.2908
H -0.892339 3.535032 0.190909 -0.0791 0.0679 -0.0369
H -2.003385 2.213680 0.563790 0.2940 0.0397 -0.6791
H -2.492992 2.582337 3.847915 0.1832 0.5002 -0.0058
H -2.283528 1.510684 2.536621 -0.2542 0.0953 -0.0167
C -0.091447 -2.597708 1.705214 -0.5320 -0.5185 -0.9412
O 0.152835 -2.141995 0.581319 0.3086 0.1730 0.2938
N 0.770297 -3.468343 2.313627 -0.3767 0.8461 0.1872
N -1.287543 -2.424211 2.298426 -0.4971 0.1778 0.3935
H 1.585018 -3.698919 1.777928 0.0528 -0.3038 0.1768
H 0.357952 -4.061498 3.009014 0.4939 -0.3632 -0.0202
H -1.952153 -1.822585 1.822965 0.2154 0.0829 -0.1466
H -1.469241 -2.591010 3.272134 0.3090 -0.1348 0.0105
C 2.579623 -0.847446 -2.124726 -0.4501 1.1716 -0.4335
O 1.682601 -0.849486 -1.284637 0.5866 -0.7023 0.2171
N 3.334669 -1.962771 -2.341847 -0.8420 0.5420 0.7302
N 2.877582 0.246535 -2.868800 0.8372 -0.4830 -0.4308
H 3.041136 -2.677764 -1.699098 0.5311 -0.5533 -0.3965
H 4.024424 -2.025239 -3.062583 0.0861 -0.3294 0.1089
H 2.275139 1.054476 -2.899822 -0.2776 -0.1551 0.3093
H 3.534994 0.110736 -3.617004 -0.0364 0.2767 -0.0430
```
Positions in Å, forces in eV/Å.

Mulliken charges, unit e, in atom order: Ag 0.495; B 1.654; H -0.152; H -0.458; H -0.322; H -0.792; B 2.009; H -0.458; H -0.866; H -0.532; H -0.214; C 0.485; O -0.395; N -0.413; N -0.398; H 0.138; H 0.197; H 0.144; H 0.215; C 0.398; O -0.504; N -0.456; N -0.459; H 0.183; H 0.260; H 0.168; H 0.249; C 0.503; O -0.696; N -0.103; N -0.339; H 0.116; H 0.042; H 0.227; H 0.064; C 0.512; O -0.581; N -0.466; N -0.269; H 0.249; H 0.170; H 0.104; H 0.201; C 0.413; O -0.335; N -0.479; N -0.295; H 0.232; H 0.155; H 0.238; H 0.165